(1)
One molecule with the formula C19H32N2O5. Source: the OMol25 dataset; level of theory: wB97M-V/def2-TZVPD.

Its HOMO energy is -9.304 eV. Its spin multiplicity is 1. The HOMO-LUMO gap is 9.94 eV. As for the net charge: 0.

Last column: natural (NBO) charge in e.
Positions of all 58 atoms, in Å:
1 C -2.736 0.471 2.101  -0.6150
2 H -2.741 0.023 1.111  0.1946
3 C -1.456 1.262 2.345  -0.3861
4 C -1.305 2.468 1.419  -0.3926
5 H -2.194 3.099 1.491  0.2133
6 H -0.442 3.055 1.739  0.2108
7 C -1.101 2.090 -0.061  -0.1513
8 N 0.086 1.268 -0.205  -0.6308
9 H 0.911 1.844 -0.062  0.3786
10 C 0.204 0.539 -1.462  -0.1255
11 H -0.705 -0.063 -1.581  0.2064
12 C 0.392 1.405 -2.708  -0.6248
13 H 1.282 2.021 -2.601  0.2217
14 H 0.520 0.772 -3.582  0.2285
15 H -0.476 2.042 -2.861  0.2118
16 C 1.398 -0.407 -1.315  0.7088
17 O 2.434 -0.239 -1.961  -0.6800
18 N 1.281 -1.414 -0.448  -0.4071
19 C 2.431 -2.262 -0.119  -0.1659
20 C 2.053 -2.961 1.188  -0.4196
21 H 1.819 -4.004 0.973  0.2407
22 C 0.819 -2.204 1.687  -0.2091
23 C -0.099 -2.986 2.623  -0.3965
24 C -0.885 -4.078 1.905  -0.4011
25 C -1.652 -3.485 0.729  -0.4005
26 C -0.673 -2.879 -0.270  -0.4137
27 H 0.002 -3.658 -0.629  0.2163
28 C 0.142 -1.759 0.385  -0.0423
29 H -0.479 -0.880 0.547  0.2406
30 H -1.208 -2.481 -1.134  0.2071
31 H -2.241 -4.261 0.237  0.2150
32 H -2.338 -2.715 1.088  0.1929
33 H -0.210 -4.853 1.542  0.2023
34 H -1.577 -4.544 2.609  0.2120
35 H 0.498 -3.420 3.427  0.2134
36 H -0.805 -2.285 3.075  0.2008
37 H 1.160 -1.303 2.210  0.2079
38 H 2.868 -2.937 1.908  0.2236
39 H 3.315 -1.618 -0.016  0.2305
40 C 2.726 -3.267 -1.260  0.7893
41 O 2.584 -4.451 -1.125  -0.5894
42 O 3.149 -2.716 -2.379  -0.6842
43 H 3.098 -1.718 -2.343  0.5167
44 C -1.068 3.412 -0.827  0.7986
45 O -2.013 3.889 -1.399  -0.6026
46 O 0.125 4.003 -0.716  -0.5288
47 C 0.277 5.292 -1.315  -0.0745
48 C 0.651 5.193 -2.786  -0.6337
49 H -0.150 4.715 -3.343  0.2222
50 H 0.808 6.191 -3.185  0.2200
51 H 1.563 4.615 -2.909  0.2115
52 H 1.068 5.778 -0.739  0.1902
53 H -0.662 5.843 -1.199  0.2007
54 H -1.965 1.523 -0.420  0.2172
55 H -0.588 0.614 2.222  0.2057
56 H -1.458 1.626 3.374  0.2056
57 H -2.832 -0.326 2.834  0.2123
58 H -3.606 1.119 2.186  0.2074

(2)
One molecule with the formula C19H32N2O5. Source: the OMol25 dataset; level of theory: wB97M-V/def2-TZVPD.

Its HOMO energy is -9.465 eV. Its spin multiplicity is 1. The HOMO-LUMO gap is 10.15 eV. As for the net charge: 0.

Last column: natural (NBO) charge in e.
Positions of all 58 atoms, in Å:
1 C -2.282 -0.016 -0.620  -0.6429
2 C -3.028 1.159 -1.223  -0.0577
3 O -3.569 2.046 -0.255  -0.5274
4 C -2.642 2.849 0.418  0.1248
5 C -3.205 4.168 0.955  -0.4147
6 C -2.320 3.978 2.204  -0.3903
7 C -2.232 2.472 1.875  -0.3376
8 C -0.889 1.814 2.053  0.6832
9 O 0.143 2.366 1.700  -0.6506
10 N -0.907 0.563 2.575  -0.6093
11 C 0.272 -0.251 2.777  -0.0710
12 C 1.252 -0.282 1.602  -0.3926
13 C 1.864 -1.720 1.609  -0.3146
14 C 1.561 -2.375 0.269  0.7022
15 O 0.653 -3.171 0.111  -0.6312
16 N 2.350 -1.946 -0.753  -0.6238
17 C 2.081 -2.276 -2.126  0.0964
18 C 0.835 -1.651 -2.715  -0.4193
19 C 0.800 -0.141 -2.623  -0.0520
20 O 1.760 0.409 -3.500  -0.5480
21 C 1.769 1.817 -3.445  -0.2470
22 C 3.291 -2.467 -2.988  -0.4134
23 C 2.465 -3.653 -2.573  -0.4036
24 C 1.189 -2.458 2.770  -0.4270
25 C -0.126 -1.715 2.946  0.0995
26 O -0.846 -1.978 4.135  -0.7096
27 H -2.005 -0.728 -1.401  0.2155
28 H -1.368 0.305 -0.119  0.2035
29 H -2.909 -0.535 0.107  0.2147
30 H -2.373 1.719 -1.904  0.1592
31 H -3.885 0.809 -1.799  0.1883
32 H -1.739 3.009 -0.184  0.1825
33 H -3.075 5.062 0.348  0.2072
34 H -4.262 4.036 1.189  0.2115
35 H -1.339 4.436 2.083  0.2255
36 H -2.736 4.250 3.171  0.2092
37 H -3.046 1.910 2.336  0.2115
38 H -1.772 0.205 2.945  0.4086
39 H 0.800 0.069 3.687  0.1836
40 H 0.703 -0.105 0.676  0.2157
41 H 2.001 0.501 1.674  0.2384
42 H 2.947 -1.678 1.739  0.2202
43 H 3.020 -1.218 -0.564  0.3974
44 H 0.746 -1.945 -3.763  0.2174
45 H -0.032 -2.055 -2.184  0.2304
46 H -0.200 0.226 -2.894  0.1645
47 H 0.995 0.194 -1.594  0.1615
48 H 2.534 2.169 -4.134  0.1934
49 H 0.799 2.231 -3.745  0.1636
50 H 2.000 2.175 -2.435  0.1675
51 H 3.226 -2.111 -4.006  0.2260
52 H 4.261 -2.344 -2.525  0.2144
53 H 2.870 -4.315 -1.822  0.2245
54 H 1.834 -4.129 -3.311  0.2175
55 H 1.040 -3.514 2.559  0.2460
56 H 1.787 -2.357 3.681  0.1987
57 H -0.799 -1.988 2.128  0.1967
58 H -0.261 -1.827 4.887  0.4632

(3)
C19H32N2O5 as an isolated structure. Source: the OMol25 dataset; level of theory: wB97M-V/def2-TZVPD.

Its HOMO energy is -8.721 eV. Its spin multiplicity is 1. The HOMO-LUMO gap is 9.23 eV. As for the net charge: 0.

Last column: natural (NBO) charge in e.
Positions of all 58 atoms, in Å:
1 C 0.829 4.427 -3.120  -0.6291
2 C 2.063 3.784 -2.674  -0.3898
3 C 2.062 2.169 -2.661  -0.4068
4 H 3.089 1.972 -2.631  0.2348
5 H 1.459 2.050 -3.588  0.2495
6 C 1.404 1.891 -1.485  -0.2108
7 N 0.068 2.110 -1.588  -0.5613
8 H -0.517 1.332 -2.476  0.3561
9 C -0.932 1.708 -0.552  -0.2115
10 H -0.390 2.194 0.432  0.2031
11 C -2.155 2.214 -0.809  -0.5951
12 H -2.775 1.835 -1.683  0.2367
13 H -3.034 2.360 0.269  0.2050
14 H -2.077 3.319 -0.906  0.2334
15 C -1.193 0.211 -0.275  0.7621
16 O -1.050 -0.477 -1.165  -0.6024
17 N -1.147 -0.123 1.176  -0.4725
18 C -1.204 0.633 2.274  -0.1858
19 H -1.793 1.380 2.029  0.2396
20 C -2.059 -0.288 3.147  -0.3314
21 H -2.088 -0.014 4.123  0.2293
22 H -3.028 -0.073 2.827  0.2013
23 C -1.740 -1.806 2.756  -0.3459
24 H -2.498 -2.369 2.922  0.2091
25 C -0.848 -2.409 3.463  -0.3471
26 C -0.335 -3.750 3.289  -0.4097
27 C -0.461 -3.737 1.820  -0.4175
28 C -0.227 -2.714 0.924  -0.3979
29 H 0.812 -1.996 1.295  0.1882
30 C -1.381 -1.635 1.384  0.0161
31 H -2.283 -2.043 0.599  0.1984
32 H -0.301 -2.687 -0.152  0.2534
33 H 0.378 -4.641 1.402  0.1831
34 H -1.427 -4.186 1.496  0.2072
35 H 0.701 -3.819 3.591  0.2211
36 H -0.893 -4.578 3.687  0.2121
37 H 0.027 -1.633 3.487  0.2070
38 H -0.717 -2.230 4.798  0.1923
39 C 0.082 0.861 2.944  0.7605
40 O 0.180 1.293 3.977  -0.5754
41 O 1.282 0.740 2.487  -0.7090
42 H 1.411 0.357 1.370  0.5140
43 C 1.704 0.398 -1.318  0.8615
44 O 1.590 -0.067 -0.133  -0.6852
45 O 1.891 -0.343 -2.531  -0.5069
46 C 1.936 -1.813 -2.205  -0.0608
47 C 0.766 -2.351 -2.861  -0.6623
48 H -0.159 -1.989 -2.303  0.2552
49 H 0.651 -2.218 -4.112  0.2162
50 H 0.937 -3.455 -3.028  0.2299
51 H 2.075 -2.152 -1.333  0.1951
52 H 2.880 -2.079 -2.928  0.1787
53 H 1.543 2.169 -0.533  0.2390
54 H 2.462 4.302 -1.693  0.2010
55 H 2.919 4.168 -3.355  0.1919
56 H 0.207 4.055 -2.419  0.2286
57 H 0.408 4.163 -4.200  0.1911
58 H 0.895 5.581 -3.255  0.2129

(1) is preferred energetically. Next in line: 0.1108 hartree higher.

(1)
A 2-piece molecular cluster, C4H5ClOS overall. Source: the OMol25 dataset; level of theory: wB97M-V/def2-TZVPD.

Its HOMO energy is -8.781 eV. Its spin multiplicity is 1. The HOMO-LUMO gap is 8.35 eV. As for the net charge: 0.

Last column: natural (NBO) charge in e.
Positions of all 12 atoms, in Å:
1 C 0.359 -0.442 1.471  0.7176
2 C -1.861 2.246 -0.952  -0.4052
3 C 1.096 -1.805 -0.417  -0.5936
4 C 0.450 -0.619 0.200  -0.5665
5 O 0.315 -0.349 2.617  -0.4574
6 S -0.907 2.722 0.303  0.1939
7 Cl -3.478 1.976 -0.624  0.0676
8 H 1.635 -2.421 0.282  0.2175
9 H 0.387 -2.553 -0.912  0.2071
10 H 1.731 -1.568 -1.173  0.2118
11 H 0.318 2.673 -0.410  0.1518
12 H -0.045 0.140 -0.383  0.2554

(2)
One molecule with the formula C4H5ClOS. Source: the OMol25 dataset; level of theory: wB97M-V/def2-TZVPD.

Its HOMO energy is -8.886 eV. Its spin multiplicity is 1. The HOMO-LUMO gap is 8.24 eV. As for the net charge: 0.

Last column: natural (NBO) charge in e.
Positions of all 12 atoms, in Å:
1 C -0.178 -0.390 0.338  -0.2266
2 C -0.267 -1.712 -0.558  -0.0743
3 C 1.375 -0.435 -0.118  -0.0731
4 C -0.848 0.815 -0.194  -0.2891
5 H -1.286 -1.837 -1.107  0.2092
6 H -0.065 -2.700 0.102  0.2054
7 H 1.853 0.611 -0.118  0.2226
8 H 2.004 -1.110 0.564  0.1927
9 H -1.787 1.161 0.440  0.2356
10 O 0.890 -1.149 -1.392  -0.5294
11 S -0.029 1.777 -1.236  0.1053
12 Cl -0.463 -0.296 2.013  0.0216

(2) is preferred energetically. Next in line: 0.0137 hartree higher.

(1)
An isolated ion of composition C4H7NO2 and charge -1. Source: the OMol25 dataset; level of theory: wB97M-V/def2-TZVPD.

Its HOMO energy (alpha / beta) is 0.236 / -4.585 eV. Its spin multiplicity is 2. Its expectation value of S² is 0.77. The HOMO-LUMO gap (alpha / beta) is 3.86 / 8.54 eV. As for the net charge: -1.

Last column: natural (NBO) charge in e.
Positions of all 14 atoms, in Å:
1 O -0.326 0.813 -1.702  -0.7441
2 C -0.140 0.130 -0.672  0.5052
3 N 0.620 0.743 0.393  -0.6272
4 C 0.805 0.454 1.753  0.2788
5 O 1.357 1.314 2.473  -0.7556
6 C -0.382 -1.354 -0.611  -0.5319
7 C -1.603 -1.736 -1.477  -0.5937
8 H 0.892 1.690 0.175  0.3898
9 H 0.105 -0.256 2.168  0.0874
10 H -0.652 -1.649 0.387  0.2056
11 H 0.505 -1.792 -1.085  0.1957
12 H -1.321 -1.975 -2.565  0.1942
13 H -2.079 -2.626 -1.065  0.1803
14 H -2.327 -0.937 -1.524  0.2154

(2)
An isolated ion of composition C4H7NO2 and charge -1. Source: the OMol25 dataset; level of theory: wB97M-V/def2-TZVPD.

Its HOMO energy (alpha / beta) is -0.003 / -3.458 eV. Its spin multiplicity is 2. Its expectation value of S² is 0.75. The HOMO-LUMO gap (alpha / beta) is 3.92 / 7.26 eV. As for the net charge: -1.

Last column: natural (NBO) charge in e.
Positions of all 14 atoms, in Å:
1 O -1.888 -0.747 -1.671  -0.5412
2 C -1.281 0.284 -1.492  0.4310
3 C -0.614 0.513 -0.091  -0.1598
4 C 0.881 0.137 -0.269  -0.5159
5 C 1.620 -0.144 0.965  0.0248
6 O 2.824 0.117 1.209  -0.7468
7 N -1.265 -0.390 0.916  -0.8333
8 H -1.058 1.076 -2.265  0.0958
9 H -0.789 1.587 0.390  0.1778
10 H 0.711 -0.746 -0.926  0.1426
11 H 1.411 0.736 -0.930  0.2043
12 H 1.151 -1.011 1.452  0.0361
13 H -0.700 -1.324 0.931  0.3448
14 H -1.002 -0.089 1.780  0.3397

(1) is preferred energetically. Next in line: 0.0702 hartree higher.

(1)
A 2-piece molecular cluster, C3H9ClN3 overall. Source: the OMol25 dataset; level of theory: wB97M-V/def2-TZVPD.

Its HOMO energy is -13.087 eV. Its spin multiplicity is 1. The HOMO-LUMO gap is 8.02 eV. As for the net charge: +1.

Last column: natural (NBO) charge in e.
Positions of all 16 atoms, in Å:
1 C -1.736 -1.574 0.344  0.3377
2 C -1.140 -0.181 -0.334  -0.4846
3 C 2.312 1.047 -0.323  0.3461
4 N 2.203 1.811 -1.422  -0.7712
5 N 1.415 0.263 0.181  -0.8116
6 N -2.400 -1.542 1.530  -0.6688
7 Cl -1.059 -0.358 -2.067  0.0381
8 H -1.435 -2.449 -0.151  0.2296
9 H -1.914 0.640 0.083  0.2282
10 H 3.347 1.080 0.163  0.1665
11 H 1.263 2.028 -1.581  0.3877
12 H 2.875 2.566 -1.593  0.4157
13 H 1.798 -0.284 0.958  0.3690
14 H -0.173 -0.028 0.081  0.3099
15 H -2.715 -0.625 2.008  0.4522
16 H -2.642 -2.394 2.122  0.4555

(2)
A 3-piece molecular cluster, C3H9ClN3 overall. Source: the OMol25 dataset; level of theory: wB97M-V/def2-TZVPD.

Its HOMO energy is -13.092 eV. Its spin multiplicity is 1. The HOMO-LUMO gap is 7.44 eV. As for the net charge: +1.

Last column: natural (NBO) charge in e.
Positions of all 16 atoms, in Å:
1 C 0.260 0.939 0.695  0.5341
2 C 3.899 -0.930 1.213  -0.7076
3 C 3.489 -0.573 -0.088  0.1872
4 N 1.248 0.382 0.527  -0.5438
5 N -1.023 1.274 0.913  -0.8756
6 N -2.786 1.483 -1.164  -1.0998
7 Cl 3.829 0.864 -0.790  0.2924
8 H 4.861 -1.449 0.870  0.3231
9 H 3.325 -1.762 1.577  0.2909
10 H 4.169 -0.221 1.893  0.2745
11 H 3.063 -1.331 -0.805  0.2642
12 H -1.024 1.622 1.980  0.4269
13 H -3.300 0.524 -1.206  0.3881
14 H -1.760 1.437 0.242  0.4634
15 H -2.210 1.586 -2.063  0.3928
16 H -3.565 2.130 -1.133  0.3893

(1) is preferred energetically. Next in line: 0.0302 hartree higher.